# 1
The following is a DFT calculation (ωB97M-V/def2-TZVPD) of a cluster of 2 separate species, C2 in total at a distorted geometry.

Last column: natural (NBO) charge in e.
Atoms and positions in Å:
C 0.00000 0.00000 1.19430  0.00
C 0.00000 0.00000 -1.19430  0.00

Energy above the lowest of the compared OMol25 structures with the same formula, charge and spin = 139.8 kcal/mol
HOMO energy = -0.310 Eh
Multiplicity = 1

=====

# 2
The following is a DFT calculation (ωB97M-V/def2-TZVPD) of a cluster of 38 separate species, C20H101BBrNO44P2S2 in total at a distorted geometry.

Last column: Löwdin charge in e.
Atoms and positions in Å:
C 5.96705 2.06480 2.43839  -0.10
C 5.50290 2.02679 3.98707  -0.13
B 4.04392 2.69827 4.01177  -0.41
O 3.86305 4.01108 4.59814  0.03
C 2.73536 2.02143 3.37777  -0.08
C 1.41410 2.63120 3.56935  0.00
C 0.18798 2.03839 2.97046  0.02
C 0.38143 0.83045 2.15210  -0.25
C 1.72596 0.21381 1.96693  -0.40
C 2.92149 0.78288 2.57193  -0.03
S 1.71829 -1.27007 0.88889  0.92
C 0.51212 -0.75335 -0.38897  -0.43
C 0.70319 -1.04299 -1.80740  -0.53
Br 2.28404 -2.06766 -2.30539  0.88
C -0.30737 -0.54478 -2.75794  -0.19
C -0.07025 -0.81619 -4.28319  -0.16
C 1.26322 -0.04855 -4.69157  -0.21
C 1.07353 1.07849 -5.77631  -0.21
C -0.06781 2.11662 -5.46550  -0.19
S 0.33982 3.37680 -4.20752  0.69
O -0.32402 4.64881 -4.61918  -0.34
O -0.19167 3.03304 -2.88536  -0.31
O 1.94820 3.68407 -4.08689  -0.17
C -1.46708 0.20969 -2.24166  -0.02
C -1.66325 0.50310 -0.81223  -0.14
P -3.08184 1.50044 -0.11955  0.60
O -2.58074 2.41011 0.96308  -0.30
O -3.69141 2.52993 -1.29741  -0.14
O -4.25829 0.55830 0.56842  -0.13
C -0.65720 0.00573 0.14644  -0.26
N -0.80684 0.25037 1.55285  -0.27
P -1.39396 -1.17294 2.45065  0.96
C -2.97944 -0.82062 3.37560  -0.29
C -1.69424 -2.65353 1.34364  -0.29
H 5.13103 2.44988 1.75706  0.05
H 6.21159 1.03834 2.05322  0.05
H 6.83378 2.77185 2.28797  0.08
H 5.52949 0.99356 4.41733  0.07
H 6.21349 2.72624 4.52122  0.10
H 4.08934 4.61814 3.86081  0.13
H 1.27291 3.56603 4.16526  0.11
H -0.82362 2.48303 3.10707  0.10
H 3.91793 0.31062 2.40724  0.12
H -0.92290 -0.46459 -4.91521  0.08
H 0.08748 -1.91588 -4.48906  0.08
H 2.02443 -0.76909 -5.11554  0.11
H 1.77624 0.40599 -3.79017  0.10
H 2.06518 1.59011 -5.94968  0.09
H 0.82930 0.58508 -6.76335  0.12
H -0.26099 2.67795 -6.42313  0.12
H -1.04487 1.64829 -5.16309  0.11
H 2.02942 4.44245 -3.46391  0.10
H -2.19845 0.57538 -3.00250  0.10
H -3.93410 2.02711 -2.09913  0.07
H -4.34965 -0.25251 0.02461  0.08
H -3.83007 -1.41767 2.90813  0.01
H -3.28622 0.27515 3.37716  0.03
H -2.92567 -1.19477 4.43845  0.02
H -2.54456 -3.23760 1.80837  0.04
H -0.81497 -3.34743 1.39263  0.02
H -2.01328 -2.41721 0.29484  0.04
O -0.26923 -3.92213 -4.65809  -0.08
H -1.00707 -4.00666 -4.04393  0.05
H -0.04312 -4.83281 -4.87400  0.04
O 5.63492 -0.76275 5.75242  -0.06
H 4.72826 -0.75417 6.07388  0.01
H 6.15098 -0.48270 6.51707  0.02
O -1.95117 -2.96058 5.73208  -0.07
H -2.35992 -3.70543 6.19598  0.00
H -1.01937 -3.01463 5.97387  0.04
O 4.97800 -0.13695 -3.08805  -0.08
H 4.24482 -0.21947 -2.46414  -0.03
H 5.19230 -1.04811 -3.31666  0.03
O -4.33581 2.12388 4.53181  -0.07
H -4.23522 2.59874 3.69635  0.03
H -3.62674 2.47127 5.08454  0.04
O 4.10363 0.97526 -6.91749  -0.06
H 4.96014 1.13254 -7.34427  0.01
H 4.33734 0.67014 -6.03219  0.03
O -5.65694 -1.97170 3.47090  -0.09
H -6.34067 -1.68901 2.85546  0.04
H -5.91876 -1.56810 4.30500  0.03
O 3.06015 -5.37594 -3.05716  -0.08
H 4.01713 -5.43327 -3.15818  0.03
H 2.90307 -4.45553 -2.80890  -0.08
O -2.67605 5.53005 1.05608  -0.07
H -3.41647 5.44329 1.67113  0.02
H -2.45588 4.61620 0.82915  -0.01
O 2.37757 -1.96817 4.79851  -0.05
H 2.46285 -1.46824 3.97516  0.00
H 3.08117 -1.62075 5.35456  0.00
O -4.35227 -4.41364 0.51629  -0.06
H -5.09305 -4.46609 1.13183  0.05
H -4.15432 -5.33896 0.30770  0.02
O -4.57016 5.78534 3.76946  -0.06
H -4.03953 6.31140 4.38647  0.00
H -5.43208 5.72342 4.19499  0.04
O 6.96945 1.12546 -7.53376  -0.04
H 7.19693 0.26100 -7.17079  0.05
H 7.55348 1.73656 -7.06932  0.06
O -2.85607 -4.65204 7.96611  -0.05
H -3.76267 -4.62669 8.29287  0.05
H -2.32329 -4.40678 8.73135  0.05
O 7.08099 -0.99432 1.59482  -0.06
H 7.31562 -1.72283 2.18297  0.03
H 7.64743 -1.12259 0.82580  0.04
O -4.51961 -6.83150 -1.08103  -0.06
H -5.00544 -7.55360 -0.67141  0.03
H -4.32385 -7.15618 -1.96365  0.04
O -1.65028 -0.95168 -6.97540  -0.06
H -1.67136 -1.44648 -7.80595  0.02
H -2.26546 -0.22414 -7.12339  0.04
O -4.94388 -3.21765 -2.30020  -0.07
H -4.08870 -3.08795 -2.72471  0.02
H -4.71866 -3.52876 -1.41056  -0.01
O 4.38548 2.50402 -0.52434  -0.04
H 4.38033 1.99929 -1.34623  0.02
H 3.76316 3.22269 -0.68717  0.04
O 3.76880 -0.44352 -9.88796  -0.06
H 3.73553 0.15859 -9.13404  0.00
H 2.84457 -0.56653 -10.13038  0.03
O -3.62397 8.20456 4.89657  -0.05
H -3.54546 8.70982 4.07844  0.06
H -2.91355 8.54502 5.45280  0.05
O -0.00348 6.10156 -1.88014  -0.05
H -0.47317 5.36065 -1.47852  0.04
H 0.20282 5.79123 -2.76922  -0.01
O -0.21066 -4.17471 -0.57164  -0.08
H 0.55750 -4.74411 -0.44108  0.05
H 0.16893 -3.30843 -0.76347  -0.03
O -6.35001 -8.32776 -1.91834  -0.05
H -6.38610 -8.82960 -2.74292  0.06
H -6.94666 -7.58387 -2.07100  0.08
O 0.35266 6.82333 -7.24188  -0.07
H -0.03443 6.06617 -6.77366  0.01
H 1.28545 6.78439 -7.00334  0.03
O 5.33301 -0.56045 8.56866  -0.05
H 4.42268 -0.55161 8.88797  0.05
H 5.85180 -0.27909 9.33108  0.05
O 3.24670 2.27308 7.49543  -0.05
H 3.32770 2.75867 6.66426  0.01
H 3.94068 2.64516 8.05097  0.03
O 0.20872 9.30786 -1.44165  -0.07
H -0.53237 9.22811 -0.83155  0.03
H 0.43152 8.39252 -1.65716  0.00
O -0.11168 4.74435 2.37484  -0.07
H -0.12513 4.23843 1.55406  0.03
H -0.73654 5.46596 2.21505  0.03
O 9.25551 -1.04571 3.80525  -0.06
H 8.56021 -0.72242 4.39113  0.03
H 9.55869 -0.25485 3.34509  0.04
O -7.99213 -1.49393 4.59832  -0.06
H -8.08228 -1.52806 5.56121  0.02
H -8.59408 -2.17694 4.28203  0.05
O -7.05451 -1.05906 7.42512  -0.05
H -7.16275 -0.16972 7.78160  0.05
H -6.18459 -1.33278 7.73747  0.05
O -7.35664 -11.19604 -1.55073  -0.06
H -6.59005 -11.76399 -1.41333  0.04
H -6.97749 -10.32924 -1.74436  -0.02
O -2.26335 -4.10898 -6.93922  -0.07
H -3.16672 -4.10380 -6.60489  0.04
H -1.72761 -3.85141 -6.17250  0.00
O 5.89201 5.63497 6.15467  -0.06
H 5.80706 5.59401 7.11330  0.03
H 5.31346 4.92767 5.83463  -0.01
O -1.61731 -5.98099 -5.11796  -0.06
H -2.08031 -6.72435 -4.71305  0.06
H -1.41379 -6.28856 -6.01052  0.06
O -3.13521 -1.49897 -9.52279  -0.05
H -3.60343 -2.24025 -9.11948  0.04
H -2.92514 -1.81033 -10.41084  0.05

HOMO energy = -0.236 Eh
Multiplicity = 1